No. 1
64
Properties=species:S:1:pos:R:3:lowdin_charge:R:1 method="wB97M-V/def2-TZVPD" multiplicity=1 gap_ev=9.38 relative_energy_ev=3.493
O -1.165 1.558 3.987 -0.06
O 0.666 -0.282 -3.669 -0.08
O 1.590 2.843 -2.461 -0.05
O 2.117 1.516 2.372 -0.07
O -3.335 1.913 0.728 -0.04
O -2.977 -2.265 -0.047 -0.07
O 3.088 0.356 -2.438 -0.07
O 3.296 0.725 0.195 -0.09
O -2.008 -2.651 -2.661 -0.05
O -3.498 0.037 -1.641 -0.05
O -0.753 -1.430 4.077 -0.04
O -2.946 -1.141 2.424 -0.08
O 2.589 3.478 0.478 -0.07
O -1.299 2.106 -2.608 -0.05
N -0.457 1.757 0.818 0.01
C -0.833 0.508 0.142 -0.24
C 1.919 -2.090 -0.487 -0.21
C 0.475 -0.176 -0.333 -0.20
C 0.452 -1.657 -0.666 -0.17
C 1.920 -3.398 1.823 -0.09
C 2.068 -3.421 0.292 -0.26
H -0.370 1.439 4.509 0.04
H -2.910 0.569 -2.177 0.01
H 1.370 -2.504 2.115 0.05
H -1.619 -0.058 0.732 0.10
H 1.292 0.163 0.322 0.06
H 2.874 -3.465 2.265 0.06
H -1.659 -1.803 -2.964 0.02
H 3.374 0.217 1.003 0.06
H 1.658 3.209 0.414 0.03
H 2.166 2.130 -2.167 -0.01
H 3.956 0.560 -2.785 0.07
H -2.777 -2.050 2.749 0.07
H 2.704 -1.461 -0.099 0.08
H -0.851 1.904 1.727 0.03
H -0.819 2.600 0.401 0.07
H -3.650 -1.900 -0.632 0.03
H -1.445 0.683 3.666 0.00
H 1.031 -1.156 -3.857 0.05
H -2.896 -2.502 -3.016 0.05
H 1.426 0.146 -3.188 0.01
H -4.056 0.559 -1.068 0.03
H -3.230 1.862 1.683 0.05
H 1.109 -4.064 2.102 0.07
H 2.256 -2.324 -1.510 0.11
H -3.289 -1.422 1.558 0.01
H -1.283 0.728 -0.858 0.07
H 0.074 -1.763 -1.699 0.08
H 1.530 -4.178 -0.327 0.11
H -3.802 2.733 0.518 0.06
H 2.786 3.905 -0.387 0.08
H 3.209 1.630 0.540 0.02
H 0.892 3.026 -1.833 0.01
H -2.108 -1.983 -0.372 0.01
H 2.356 2.420 2.171 0.01
H 3.161 0.218 -1.465 0.02
H 0.163 -1.597 3.875 0.03
H -1.601 2.710 -3.292 0.06
H -0.241 -2.214 0.024 0.12
H 1.369 1.325 1.790 -0.01
H 0.863 0.419 -1.225 0.09
H 3.108 -3.822 0.106 0.11
H -0.602 1.635 -3.105 0.03
H -1.390 -1.168 3.413 -0.03

No. 2
21
Properties=species:S:1:pos:R:3:mulliken_spin:R:1 method="wB97M-V/def2-TZVPD" total_charge=+2 multiplicity=3 gap_ev="8.23 / 6.72" relative_energy_ev=0.000
O 2.890 1.807 -0.092 0.21
N 0.463 -1.917 -0.123 0.23
N -1.746 0.692 -0.008 0.02
N -1.891 -1.426 -0.066 0.03
N -0.483 0.239 0.032 0.12
C 1.830 -1.771 0.135 0.65
C 2.554 -0.549 0.219 0.33
C -1.993 2.148 0.128 0.00
C 2.191 0.728 -0.237 0.44
C -0.566 -1.041 -0.034 -0.06
C -2.620 -0.305 -0.091 0.01
H 3.812 1.902 0.168 0.00
H 0.084 -2.814 -0.419 -0.02
H -2.055 2.447 -0.903 0.00
H 2.308 -2.609 0.497 0.02
H 3.404 -0.503 0.814 0.01
H -2.883 2.513 0.688 0.00
H -3.698 -0.361 -0.320 0.00
H -1.043 2.477 0.594 0.00
H -2.111 -2.387 0.131 0.00
H 1.555 0.731 -1.110 0.02

No. 3
123
Properties=species:S:1:pos:R:3:lowdin_charge:R:1 method="wB97M-V/def2-TZVPD" multiplicity=1 gap_ev=9.90 relative_energy_ev=0.178
O 0.398 0.229 6.388 0.12
O 0.839 1.682 1.007 -0.03
O 0.246 -5.465 3.132 -0.07
O -4.130 0.057 -1.997 0.13
O -0.552 6.191 -0.380 0.04
O 1.872 -0.455 1.575 0.00
O -2.577 0.647 -3.543 0.06
O 2.348 -6.319 4.059 0.00
O 2.007 -4.442 -1.573 -0.01
O 1.857 0.218 -0.541 0.00
O -3.084 4.234 6.124 0.01
O 2.802 0.182 -6.359 0.02
O -0.008 -1.759 7.438 0.12
O -3.034 1.826 6.279 -0.09
O -2.109 3.130 4.433 -0.01
O 3.141 -2.033 -6.345 -0.01
O 2.912 -5.772 -3.371 -0.10
O 1.760 -1.085 -4.543 -0.10
O -1.435 7.885 0.783 0.14
O 0.014 -1.600 5.254 0.08
O -3.074 2.050 -1.935 0.09
O -1.061 -0.785 -1.713 -0.01
O 1.437 -6.604 -1.640 0.02
O -1.259 5.843 1.646 0.10
O -2.016 -2.751 -0.863 -0.05
O 2.384 -4.622 2.654 0.02
O -1.342 -0.957 0.528 0.01
N 1.550 3.621 -3.479 0.21
C 1.405 -7.871 -2.316 -0.03
C -1.390 2.009 3.955 -0.07
C -2.015 2.242 -5.219 -0.02
C 1.642 -7.227 4.839 -0.06
C -2.165 3.853 0.878 -0.01
C 0.073 4.921 0.035 -0.03
C 1.645 -5.499 3.258 -0.44
C 1.505 0.510 0.721 -0.40
C 1.788 -3.737 1.679 0.00
C 1.093 4.651 -3.670 -0.21
C 1.613 1.094 -1.564 -0.10
C 2.672 -3.326 -2.133 -0.05
C -0.851 4.557 1.254 -0.29
C 0.124 -0.967 6.378 -0.57
C -2.774 3.066 5.613 -0.39
C -3.304 0.855 -2.451 -0.57
C -1.160 6.713 0.693 -0.63
C -0.145 -2.976 5.557 -0.07
C -0.873 -1.518 -2.906 -0.03
C -0.300 5.994 -5.137 -0.24
C 1.671 -0.283 2.983 -0.02
C 2.740 -3.345 -5.953 -0.05
C 2.388 1.347 -5.703 -0.08
C -1.805 -1.715 1.705 0.02
C 0.492 5.857 -6.393 -0.10
C 2.076 -5.611 -2.209 -0.40
C -1.600 -3.563 7.673 0.01
C 0.612 5.984 -3.858 -0.15
C -3.882 4.184 7.293 -0.06
C -0.276 -3.068 7.092 -0.32
C -1.682 1.780 -3.801 -0.27
C -2.033 2.678 -2.646 -0.11
C -1.488 -1.463 -0.680 -0.45
C 2.589 -0.961 -5.716 -0.34
H 0.667 -0.281 3.224 0.05
H 2.035 2.108 -1.468 0.09
H 0.529 -3.696 7.379 0.14
H 2.404 -8.218 -2.744 0.12
H 0.793 -7.684 -3.183 0.09
H -1.011 5.233 -4.948 0.07
H -0.313 2.093 4.285 0.12
H 3.458 -3.950 -5.359 0.10
H 2.701 -2.317 -1.649 0.11
H -0.316 -2.437 -2.671 0.11
H -2.332 3.661 -3.004 0.14
H 2.506 -3.145 1.106 0.10
H -4.290 5.191 7.608 0.11
H 2.070 -1.190 3.457 0.10
H -3.333 3.684 8.096 0.10
H 2.430 2.131 -6.482 0.10
H -3.024 2.658 -5.313 0.09
H -1.421 1.808 2.875 0.08
H 2.189 0.529 3.429 0.10
H -4.820 3.633 7.024 0.11
H 0.142 4.204 -0.772 0.09
H -0.648 1.490 -3.878 0.12
H -2.837 -1.978 1.786 0.09
H 2.166 -3.240 -3.054 0.04
H 3.770 -3.472 -2.267 0.11
H -2.613 4.454 0.037 0.10
H 0.933 -8.643 -1.722 0.09
H -0.374 -0.895 -3.559 0.04
H 1.096 5.144 0.406 0.14
H 0.733 -3.592 5.356 0.12
H 0.836 4.841 -6.482 0.07
H 1.173 -4.322 1.010 0.09
H 1.386 1.325 -5.237 0.08
H 3.115 1.671 -4.973 0.09
H 1.102 -3.089 2.235 0.08
H -0.946 -3.452 5.001 0.14
H -0.793 6.999 -5.101 0.13
H 0.107 6.328 -2.989 0.10
H -1.831 -1.748 -3.354 0.11
H -2.016 2.821 0.432 0.09
H 2.391 -7.747 5.364 0.08
H -0.359 4.017 2.055 0.14
H -0.073 6.158 -7.229 0.06
H 0.541 1.095 -1.724 0.07
H 1.743 -3.355 -5.430 0.10
H -1.161 2.858 -1.996 0.11
H 0.981 -6.766 5.552 0.09
H -1.386 3.103 -5.515 0.06
H -2.843 3.843 1.744 0.09
H -1.232 -2.719 1.710 0.12
H -1.871 1.562 -6.075 0.10
H -1.564 -3.427 8.655 0.03
H 2.636 -3.857 -6.916 0.09
H 1.985 0.711 -2.483 0.07
H 1.169 -7.970 4.196 0.11
H 1.366 6.513 -6.451 0.09
H 1.450 6.679 -4.030 0.14
H -1.705 -4.655 7.466 0.11
H -2.402 -2.881 7.361 0.11
H -1.767 1.067 4.351 0.08
H -1.594 -1.199 2.585 0.05

No. 4
97
Properties=species:S:1:pos:R:3:lowdin_charge:R:1 method="wB97M-V/def2-TZVPD" total_charge=+1 multiplicity=1 gap_ev=8.18 relative_energy_ev=3.265
S -5.483 2.588 0.921 0.71
S 4.211 -4.434 -4.561 0.66
F -1.170 0.544 -6.326 0.10
F 2.280 5.015 -0.550 0.03
O 0.160 -1.518 2.123 -0.25
O 4.884 -5.639 -4.076 -0.32
O 3.384 -4.480 -5.718 -0.29
O 3.619 -3.973 3.546 0.21
O -3.400 -3.686 2.768 0.20
O -5.896 1.244 0.560 -0.33
O -2.926 -0.111 0.005 -0.25
O 1.929 0.260 -0.487 0.09
O -6.406 3.703 1.104 -0.33
N 2.147 -3.150 2.000 0.11
N -2.180 -2.352 1.248 -0.03
N -0.359 0.410 0.418 0.13
C -0.913 1.105 -5.163 -0.31
C 5.288 -3.099 -4.531 -0.31
C 2.265 3.820 2.983 -0.07
C 0.711 -0.073 -0.595 -0.25
C -3.034 -1.509 3.625 0.05
C 3.076 -4.046 -3.264 -0.16
C 2.626 3.989 1.658 -0.04
C -4.218 3.169 -0.207 -0.24
C -3.118 3.745 0.694 -0.16
C 0.238 5.059 2.536 -0.15
C -1.108 2.714 -2.864 -0.05
C -1.840 1.442 -2.991 -0.09
C 0.642 5.326 1.301 -0.03
C 3.278 -2.514 1.218 0.01
C 1.469 -3.685 4.440 0.04
C 2.544 -3.581 3.348 -0.42
C 3.501 -2.547 -2.936 -0.19
C 1.930 4.774 0.771 -0.20
C -0.192 2.257 -5.056 -0.01
C 0.197 -0.827 -1.798 0.03
C -2.892 -2.678 2.627 -0.39
C 4.920 -2.369 -3.391 -0.31
C -4.448 2.474 2.445 -0.24
C -0.271 3.043 -3.898 -0.09
C -1.749 0.753 -4.126 -0.06
C -2.131 -3.403 0.297 -0.09
C -3.208 2.871 2.001 -0.33
C 1.017 4.259 3.426 -0.05
C 0.053 1.700 1.070 0.04
H 0.390 -3.845 4.124 0.11
H 1.677 -4.496 5.078 0.08
H 0.005 2.473 0.376 0.08
H -2.587 1.943 1.860 0.09
H 0.189 -1.211 2.977 -0.03
H -0.532 1.833 1.963 0.09
H 0.629 3.991 4.400 0.10
H -2.649 -1.475 0.679 0.11
H -4.536 1.499 2.945 0.12
H 1.789 -3.993 1.466 0.22
H 4.974 -1.308 -3.579 0.12
H -4.718 3.241 3.103 0.10
H 3.738 -1.567 1.397 0.11
H -4.659 3.865 -0.981 0.13
H -0.838 -0.820 -1.834 0.03
H -3.009 -3.913 0.195 0.06
H 2.974 3.368 3.513 0.07
H 0.569 -0.553 -2.901 0.16
H -0.169 -0.216 1.098 0.02
H 0.338 2.424 -5.924 0.10
H -3.631 0.333 0.108 -0.19
H 4.134 -3.083 0.964 0.10
H -2.146 0.822 -2.269 0.03
H 3.114 -4.664 -2.472 0.07
H 0.360 -1.832 -1.680 0.05
H -3.341 4.781 1.198 0.16
H 5.125 -2.345 -5.483 0.19
H -1.489 -4.275 0.703 0.12
H -2.464 -0.685 3.328 0.03
H 0.397 3.919 -3.952 0.12
H -0.200 6.054 0.648 0.19
H 2.194 -3.859 -3.633 0.04
H 1.424 -2.821 4.985 0.06
H -2.293 3.691 0.003 0.07
H 3.379 3.507 1.206 0.08
H -2.592 3.351 2.735 0.10
H 5.520 -2.988 -2.496 0.19
H -4.089 2.118 -0.784 0.13
H 3.344 -2.259 -2.007 0.03
H 1.398 -2.415 2.132 0.06
H -3.996 -1.277 3.859 0.06
H -1.103 -1.944 1.501 0.11
H -0.960 3.252 -1.836 0.11
H -2.201 -1.785 4.467 0.15
H -1.832 -3.190 -0.698 0.08
H -0.658 5.434 2.939 0.09
H -2.494 -0.066 -4.187 0.15
H 0.860 1.604 1.685 0.06
H 3.111 -2.243 0.259 0.02
H 2.984 -1.819 -3.615 0.13
H -1.253 0.284 0.181 0.01
H 6.350 -3.465 -4.325 0.15

No. 5
40
Properties=species:S:1:pos:R:3:lowdin_charge:R:1 method="wB97M-V/def2-TZVPD" total_charge=+1 multiplicity=1 gap_ev=7.09 relative_energy_ev=0.000
Ru -0.764 -1.911 0.022 1.21
Br -2.054 1.997 -2.324 0.85
S -2.715 -0.981 0.157 0.75
O 0.405 -2.602 -1.250 -0.22
O -0.674 -2.961 1.465 -0.39
O 2.173 -2.792 -2.591 0.17
N -0.047 -0.273 0.941 0.00
C -2.272 0.592 0.813 -0.59
C 2.004 1.506 -2.880 -0.04
C -0.495 1.994 1.675 -0.14
C 0.869 2.112 2.017 0.04
C -2.757 2.827 1.550 -0.04
C 1.127 -0.656 -2.371 -0.16
C 1.705 1.053 1.843 0.02
C 2.169 -1.304 1.098 0.01
C -0.927 0.769 1.143 -0.23
C -1.441 3.027 1.867 0.01
C -3.183 1.596 1.017 -0.09
C 0.743 2.054 -2.709 -0.10
C 1.315 -2.104 -2.132 -0.52
C 1.228 -0.159 1.295 -0.25
C -0.336 1.236 -2.387 -0.65
C 2.201 0.140 -2.733 0.01
C -0.142 -0.121 -2.189 -0.12
C -1.412 -4.176 1.316 -0.13
H 1.701 -2.264 1.307 0.08
H 3.171 -0.313 -2.889 0.13
H 2.748 1.111 2.118 0.13
H -0.925 -4.926 1.935 0.10
H 3.030 -1.184 1.752 0.10
H 2.535 -1.313 0.070 0.09
H -1.397 -4.522 0.274 0.09
H -2.438 -4.010 1.648 0.09
H 0.583 3.113 -2.855 0.11
H -4.225 1.455 0.762 0.12
H -0.983 -0.785 -2.043 0.06
H -3.484 3.612 1.703 0.12
H 2.832 2.149 -3.145 0.12
H 1.235 3.043 2.432 0.14
H -1.105 3.970 2.278 0.13

No. 6
77
Properties=species:S:1:pos:R:3:mulliken_spin:R:1 method="wB97M-V/def2-TZVPD" total_charge=-1 multiplicity=2 gap_ev="6.56 / 5.51" relative_energy_ev=1.976
Pb -1.607 0.382 -0.742 -0.09
Se -3.512 0.301 -2.634 1.05
S -4.376 1.953 2.929 0.00
S -3.699 -0.277 0.976 0.05
P 1.008 3.074 -2.893 0.00
F -2.611 -7.257 -3.387 0.00
F 1.560 1.753 -3.653 0.00
F -4.710 -6.775 -3.182 0.00
F 0.434 4.353 -2.090 0.00
F -0.363 2.989 -3.740 0.00
F -3.645 -7.700 -1.544 0.00
F 1.676 4.029 -3.999 0.00
F 0.327 2.080 -1.751 -0.01
F 2.354 3.112 -2.000 0.00
N 1.907 -0.261 0.873 0.00
N 0.147 -1.076 2.922 0.00
N -2.441 -2.977 -0.943 -0.01
N 0.670 2.363 1.543 0.00
N -2.232 1.892 1.501 0.01
N 1.203 -1.168 -1.988 0.00
C 3.330 -2.572 -3.074 0.00
C -2.151 3.047 2.263 0.00
C 2.426 -1.034 -1.469 0.00
C 1.976 -1.618 1.375 0.00
C 3.507 -1.750 -1.973 0.00
C 2.003 2.120 1.660 0.00
C -0.880 -1.436 3.686 0.00
C -0.634 -3.728 3.121 0.00
C -3.161 -5.436 -1.992 0.00
C -3.537 -6.787 -2.531 0.00
C -1.873 -5.225 -1.524 0.00
C -1.566 -3.977 -1.010 0.00
C -3.242 3.264 3.109 0.00
C 1.147 4.737 1.298 0.00
C 2.919 3.107 1.636 0.00
C 2.074 -2.656 -3.647 0.00
C -1.084 3.951 2.214 0.00
C -3.317 1.216 1.740 0.00
C -1.178 5.076 3.011 0.00
C 0.426 -3.358 2.312 0.00
C 2.442 4.463 1.454 0.00
C -4.081 -4.405 -1.935 0.01
C 2.649 -0.029 -0.365 0.00
C 2.385 0.685 1.890 0.00
C -2.277 5.301 3.847 0.00
C -1.307 -2.746 3.828 0.00
C -3.668 -3.190 -1.403 0.00
C 1.042 -1.944 -3.055 0.00
C 0.080 3.677 1.262 0.00
C -3.321 4.397 3.911 0.00
C 0.793 -2.017 2.239 0.00
H 0.824 5.746 1.078 0.00
H -1.389 -0.631 4.205 0.00
H -2.309 6.198 4.453 0.00
H 4.481 -1.641 -1.513 0.00
H 1.972 0.375 2.848 0.00
H 0.055 1.566 1.518 0.00
H 2.006 -2.314 0.535 0.00
H 4.162 -3.134 -3.480 0.00
H 3.969 2.882 1.739 0.00
H -0.352 3.680 0.252 0.00
H 3.735 0.016 -0.173 0.00
H 2.906 -1.786 1.950 0.00
H -0.938 -4.765 3.187 0.00
H -1.125 -6.006 -1.565 0.00
H 3.162 5.272 1.403 0.00
H 0.035 -1.994 -3.458 0.00
H -5.091 -4.532 -2.296 0.00
H -0.566 -3.766 -0.643 0.00
H 0.968 -4.099 1.737 0.00
H -0.370 5.797 2.999 0.00
H -2.157 -2.979 4.455 0.00
H -4.175 4.571 4.552 0.00
H 2.353 0.954 -0.738 0.00
H -4.347 -2.347 -1.354 0.00
H 3.484 0.638 1.954 0.00
H 1.886 -3.261 -4.523 0.00

No. 7
12
Properties=species:S:1:pos:R:3:mulliken_spin:R:1 method="wB97M-V/def2-TZVPD" total_charge=-1 multiplicity=2 gap_ev="2.80 / 8.98" relative_energy_ev=1.812
S -2.080 -1.227 -0.495 1.13
C 1.285 1.462 1.553 0.09
C 1.793 0.698 0.588 0.17
C 1.417 0.709 -0.859 0.87
H -1.867 -2.538 -0.130 -0.31
H 1.627 1.270 2.562 -0.02
H 0.738 2.372 1.335 -0.05
H -0.720 -1.118 -0.742 -0.06
H 2.421 -0.132 0.895 -0.23
H 1.236 -0.327 -1.149 -0.27
H 0.513 1.318 -0.932 -0.12
H 2.213 1.183 -1.443 -0.20